# 1
{
  "formula": "CH4NO2S",
  "method": "ωB97M-V/def2-TZVPD",
  "multiplicity": 3,
  "e_homo_ha": [-0.0224, -0.1654],
  "charge": -1,
  "lumo_ev": [4.3120, 3.7216],
  "homo_lumo_gap_ev": [4.92, 8.22],
  "de_lowest_kcal_mol": 18.3,
  "elements": ["S", "O", "O", "N", "C", "H", "H", "H", "H"],
  "coordinates": [[-2.671, -0.367, 0.082], [-3.206, 0.680, 1.083], [-2.872, 0.010, -1.340], [1.054, -0.590, -0.309], [-0.268, -0.729, 0.405], [1.413, 0.326, -0.252], [-0.418, -1.830, 0.365], [0.816, -0.693, -1.241], [0.050, -0.440, 1.439]],
  "atomic_forces_ev_per_a": [[-2.7, 1.3, 1.9], [0.5, -1.1, -0.9], [0.2, 0.1, -0.9], [-1.4, -0.6, 1.5], [5.3, -1.4, 1.0], [0.4, 1.3, 0.4], [-0.8, 0.9, 0.0], [-0.1, -0.5, -2.5], [-1.4, 0.1, -0.4]],
  "lowdin_charge": [0.553, -0.673, -0.648, -0.079, -0.246, 0.018, 0.025, 0.006, 0.044]
}


# 2
{
  "formula": "C45H45BrF5N3O8PSSeTa",
  "method": "ωB97M-V/def2-TZVPD",
  "multiplicity": 1,
  "e_homo_ha": -0.3007,
  "lumo_ev": -0.8540,
  "homo_lumo_gap_ev": 7.33,
  "de_lowest_kcal_mol": 13.0,
  "elements": ["Ta", "Br", "Se", "S", "P", "F", "F", "F", "F", "F", "O", "O", "O", "O", "O", "O", "O", "O", "N", "N", "N", "C", "C", "C", "C", "C", "C", "C", "C", "C", "C", "C", "C", "C", "C", "C", "C", "C", "C", "C", "C", "C", "C", "C", "C", "C", "C", "C", "C", "C", "C", "C", "C", "C", "C", "C", "C", "C", "C", "C", "C", "C", "C", "C", "C", "C", "H", "H", "H", "H", "H", "H", "H", "H", "H", "H", "H", "H", "H", "H", "H", "H", "H", "H", "H", "H", "H", "H", "H", "H", "H", "H", "H", "H", "H", "H", "H", "H", "H", "H", "H", "H", "H", "H", "H", "H", "H", "H", "H", "H", "H"],
  "coordinates": [[-0.537, -0.338, 0.513], [1.950, -3.892, 1.716], [-2.151, -1.861, -1.000], [-2.867, 0.203, 1.310], [0.115, 2.761, 0.741], [-1.528, -1.612, 6.269], [-2.738, -5.494, 3.902], [-2.604, -4.107, 6.239], [-0.595, -0.501, 3.967], [-1.784, -4.393, 1.613], [-1.113, 2.713, -0.237], [1.385, -0.603, 1.489], [-0.719, -1.907, 1.622], [-0.481, 0.392, -5.047], [-0.279, 3.847, 1.801], [0.171, 0.246, -1.151], [1.464, 2.889, 0.164], [-0.129, 1.354, 1.455], [1.567, -1.348, -2.007], [1.160, -2.145, -0.958], [-2.785, 2.496, 3.000], [2.559, -0.235, 1.590], [-0.003, -7.851, -3.058], [-0.447, 5.037, 3.816], [-3.021, 4.032, -0.702], [1.284, 1.872, -5.397], [4.847, 0.440, 4.500], [0.649, 0.965, -4.549], [1.234, -4.361, 0.027], [-2.858, -1.078, -3.661], [-2.756, 1.572, 2.310], [1.182, 0.698, -3.286], [-1.562, 3.085, -2.536], [0.537, 4.286, 2.936], [-0.821, -7.045, -3.839], [-3.560, -0.417, -4.660], [3.303, 0.287, 0.423], [2.415, 2.542, -4.977], [-4.529, 0.518, -4.323], [3.113, -1.081, 5.198], [-2.143, -3.564, 5.112], [-4.094, 0.104, -1.986], [2.573, -1.054, 3.928], [-3.098, -0.810, -2.310], [0.206, -6.078, -1.433], [-0.635, -5.282, -2.213], [-2.213, -4.269, 3.917], [-1.162, -2.428, 2.753], [1.410, -3.390, -1.058], [0.580, -0.322, -2.355], [3.181, -0.292, 2.927], [4.324, 0.451, 3.218], [-4.797, 0.763, -2.985], [2.927, 2.325, -3.703], [-1.592, -2.297, 5.127], [0.499, -7.375, -1.859], [-1.605, 3.737, -1.165], [-1.108, -1.735, 3.955], [1.096, 3.070, 3.660], [4.247, -0.331, 5.485], [-0.726, 4.976, -1.134], [0.764, -5.594, -0.165], [-1.732, -3.705, 2.752], [-1.141, -5.766, -3.410], [1.639, 5.194, 2.412], [2.311, 1.406, -2.878], [1.634, 3.397, 4.552], [0.291, 2.400, 3.958], [2.684, 1.243, -1.879], [-0.309, -0.799, -2.784], [4.663, -0.345, 6.484], [-3.501, 4.735, -1.385], [2.891, 3.253, -5.640], [-1.238, 4.367, 4.149], [0.238, -8.855, -3.382], [-1.980, 3.760, -3.285], [1.678, -1.610, 3.689], [2.280, 5.509, 3.238], [4.789, 1.060, 2.455], [1.209, 6.087, 1.956], [-4.326, 0.302, -0.948], [-3.603, 3.110, -0.681], [0.310, 4.726, -1.368], [5.723, 1.032, 4.730], [1.864, -1.878, -2.824], [-1.059, 0.058, -4.349], [-3.012, 4.456, 0.302], [1.779, -3.812, -1.996], [-3.345, -0.634, -5.698], [0.804, -6.299, 0.658], [0.070, 5.454, 4.682], [1.799, 2.521, 3.029], [-0.766, 5.470, -0.163], [1.131, -8.009, -1.249], [3.794, 2.872, -3.358], [3.007, 1.339, 0.307], [-1.221, -7.422, -4.772], [-2.126, -1.833, -3.930], [2.243, 4.674, 1.670], [-1.804, -5.144, -3.999], [2.978, -0.246, -0.469], [-5.562, 1.477, -2.709], [-0.928, -4.300, -1.864], [-1.089, 5.676, -1.888], [0.852, 2.048, -6.372], [-0.529, 2.863, -2.809], [-5.076, 1.041, -5.095], [4.379, 0.210, 0.549], [-2.140, 2.161, -2.541], [2.647, -1.677, 5.972], [-0.900, 5.855, 3.255]],
  "atomic_forces_ev_per_a": [[0.1, -0.3, 0.4], [0.0, 0.0, 0.1], [-0.3, 0.2, 0.2], [0.1, 0.1, -0.2], [-0.3, -0.6, 0.5], [0.0, 0.0, 0.0], [0.0, 0.0, 0.0], [0.0, 0.0, 0.0], [0.0, 0.0, 0.0], [0.0, 0.0, 0.0], [0.0, 0.3, -0.1], [0.5, 0.0, 0.0], [0.1, -0.1, -0.3], [0.0, -0.1, -0.1], [0.0, 0.1, -0.1], [-0.1, 0.3, 0.4], [0.0, 0.1, 0.0], [-0.1, 0.1, -0.9], [0.0, 0.1, -0.1], [0.0, -0.2, -0.1], [0.0, 0.0, 0.0], [0.0, 0.0, 0.1], [0.0, 0.0, 0.0], [0.0, 0.0, 0.0], [0.0, 0.0, -0.1], [0.0, 0.0, 0.0], [0.0, 0.0, 0.0], [0.0, 0.1, 0.0], [0.0, -0.2, -0.1], [0.0, -0.1, 0.1], [0.0, 0.0, 0.0], [0.0, -0.1, -0.2], [0.0, 0.1, 0.0], [0.0, 0.0, 0.0], [0.0, 0.0, 0.0], [-0.1, 0.0, 0.0], [0.0, 0.0, 0.0], [0.0, 0.0, 0.0], [0.0, 0.0, 0.0], [0.0, 0.0, 0.1], [0.0, -0.1, -0.1], [0.1, 0.0, 0.2], [0.0, 0.1, -0.1], [0.1, -0.1, -0.2], [-0.1, 0.0, -0.1], [0.1, 0.0, 0.0], [0.0, 0.1, 0.1], [-0.3, -0.3, -0.1], [-0.1, 0.2, 0.1], [-0.2, 0.1, 0.1], [0.0, 0.0, 0.0], [0.0, 0.0, 0.0], [0.0, 0.1, 0.0], [0.0, 0.0, 0.0], [0.1, 0.1, 0.0], [0.0, 0.0, 0.0], [0.1, -0.1, 0.0], [-0.1, 0.0, 0.0], [0.1, 0.0, 0.0], [0.0, 0.0, 0.0], [0.0, 0.1, -0.1], [0.1, 0.1, 0.2], [0.2, 0.1, 0.1], [0.0, 0.0, 0.0], [0.0, 0.0, 0.1], [0.0, 0.0, 0.0], [0.0, 0.0, 0.0], [0.0, 0.0, 0.0], [0.0, 0.0, 0.0], [0.0, 0.0, 0.0], [0.0, 0.0, 0.0], [0.0, 0.0, 0.0], [0.0, 0.0, 0.0], [0.0, 0.0, 0.0], [0.0, 0.0, 0.0], [0.0, 0.0, 0.0], [0.0, 0.0, 0.0], [0.0, 0.0, 0.0], [0.0, 0.0, 0.0], [0.0, 0.0, 0.0], [0.0, 0.0, 0.0], [0.0, 0.0, 0.0], [0.0, 0.0, 0.0], [0.0, 0.0, 0.0], [0.0, 0.0, 0.0], [0.0, 0.0, 0.0], [0.0, 0.0, 0.0], [0.1, 0.0, 0.0], [0.0, 0.0, 0.0], [0.0, 0.0, 0.0], [0.0, 0.0, 0.0], [0.0, 0.0, 0.0], [0.0, 0.0, 0.0], [0.0, 0.0, 0.0], [0.0, 0.0, 0.0], [0.0, 0.0, 0.0], [0.0, 0.0, 0.0], [0.0, 0.0, 0.0], [0.0, 0.0, 0.0], [0.0, 0.0, 0.0], [0.0, 0.0, 0.0], [0.0, 0.0, 0.0], [0.0, 0.0, 0.0], [0.0, 0.0, 0.0], [0.0, 0.0, 0.0], [0.0, 0.0, 0.0], [0.0, 0.0, 0.0], [0.0, 0.0, 0.0], [-0.1, -0.1, 0.0], [0.0, 0.0, 0.0], [0.0, 0.0, 0.0]],
  "lowdin_charge": [1.573, 0.870, 0.731, 0.598, 0.316, 0.128, 0.129, 0.127, 0.104, 0.112, -0.186, -0.136, -0.370, 0.057, -0.156, -0.329, -0.237, -0.444, 0.020, 0.002, 0.107, -0.322, -0.081, -0.027, -0.009, -0.013, -0.064, -0.270, -0.629, -0.180, -0.745, -0.103, 0.000, -0.599, -0.084, -0.089, 0.018, -0.077, -0.083, -0.049, -0.138, -0.141, -0.020, -0.589, -0.223, -0.041, -0.133, -0.275, -0.191, -0.374, -0.145, -0.016, -0.084, -0.074, -0.133, -0.036, -0.584, -0.153, -0.025, -0.062, -0.028, -0.100, -0.141, -0.068, -0.025, -0.020, 0.096, 0.088, 0.084, 0.090, 0.109, 0.092, 0.105, 0.068, 0.104, 0.100, 0.081, 0.090, 0.114, 0.088, 0.050, 0.081, 0.086, 0.108, 0.143, 0.049, 0.091, 0.142, 0.111, 0.113, 0.090, 0.072, 0.083, 0.115, 0.103, 0.087, 0.103, 0.099, 0.072, 0.105, 0.067, 0.108, 0.048, 0.095, 0.119, 0.084, 0.103, 0.092, 0.078, 0.112, 0.089]
}


# 3
{
  "formula": "C6H12O",
  "method": "ωB97M-V/def2-TZVPD",
  "multiplicity": 1,
  "smiles": "C[C@@H]1OCC[C@@H]1C",
  "e_homo_ha": -0.3388,
  "lumo_ev": 1.0891,
  "homo_lumo_gap_ev": 10.31,
  "de_lowest_kcal_mol": 54.2,
  "elements": ["O", "C", "C", "C", "C", "C", "C", "H", "H", "H", "H", "H", "H", "H", "H", "H", "H", "H", "H"],
  "coordinates": [[0.639, 1.855, -0.083], [-0.645, -1.515, -0.739], [0.708, 0.549, -0.659], [-1.017, 0.521, 0.885], [-0.671, -0.021, -0.514], [1.710, -0.850, 0.059], [-0.500, 1.955, 0.797], [1.150, 0.734, -1.648], [2.683, -0.439, -0.104], [-0.160, 2.385, 1.748], [1.803, -1.911, -0.331], [0.055, -1.767, -1.549], [-1.266, 2.640, 0.388], [-1.651, -1.765, -1.085], [-0.447, -0.015, 1.654], [-0.417, -2.097, 0.159], [1.535, -1.040, 1.133], [-2.080, 0.442, 1.112], [-1.428, 0.336, -1.222]],
  "atomic_forces_ev_per_a": [[0.6, -0.8, 0.3], [-1.2, -0.5, -0.3], [0.6, -1.5, 0.4], [-0.1, -0.1, 0.0], [-0.2, -0.2, -0.1], [0.2, 1.5, -0.1], [0.0, -0.2, 0.1], [-0.3, -0.5, 0.2], [0.9, 0.3, 0.5], [-0.1, -0.2, -0.1], [-0.8, 1.6, -0.4], [-0.3, 0.0, 0.3], [0.4, -0.2, -0.2], [0.0, -0.5, 0.1], [-0.2, 0.0, -0.2], [0.0, 0.1, -0.3], [0.0, 0.7, -0.4], [0.0, 0.1, 0.0], [0.3, 0.7, -0.1]],
  "lowdin_charge": [-0.107, -0.106, -0.212, -0.129, -0.375, -0.029, -0.176, 0.141, 0.022, 0.118, 0.066, 0.083, 0.121, 0.078, 0.112, 0.081, 0.051, 0.118, 0.143]
}


# 4
{
  "formula": "C6H13NS",
  "method": "ωB97M-V/def2-TZVPD",
  "multiplicity": 1,
  "smiles": "CC(=S)[C@@H](C)N(C)C",
  "e_homo_ha": -0.3187,
  "lumo_ev": -0.6038,
  "homo_lumo_gap_ev": 8.07,
  "de_lowest_kcal_mol": 112.1,
  "elements": ["S", "N", "C", "C", "C", "C", "C", "C", "H", "H", "H", "H", "H", "H", "H", "H", "H", "H", "H", "H", "H"],
  "coordinates": [[-3.268, -0.480, -0.486], [1.060, -0.307, -0.745], [1.143, -1.755, -0.753], [-1.317, -0.205, 1.608], [-1.647, -0.307, 0.091], [-0.471, 0.173, -0.866], [-0.375, 1.801, -0.825], [1.759, 0.254, 0.530], [-0.498, 0.647, 1.727], [0.229, 2.341, 0.034], [2.770, -0.058, 0.575], [0.378, -1.885, -1.575], [1.078, -0.198, 1.361], [1.993, -2.389, -1.056], [-1.615, 2.128, -0.806], [1.720, 1.314, 0.555], [0.090, 2.131, -1.911], [-0.602, -0.838, 2.335], [-2.216, 0.022, 2.029], [0.664, -2.249, 0.064], [-0.875, -0.140, -1.888]],
  "atomic_forces_ev_per_a": [[3.7, 0.2, 1.2], [-0.2, 1.5, 1.8], [-2.8, -0.5, -2.6], [4.8, 0.7, -0.5], [-0.2, 0.1, 0.1], [1.2, 0.6, -0.4], [-2.3, 0.6, -1.8], [-3.9, -2.2, -0.4], [-2.4, -0.7, -0.6], [-1.6, -1.4, -1.8], [0.8, -0.6, 0.0], [0.9, -1.0, 0.5], [2.2, 0.9, -0.8], [0.4, 1.3, 0.2], [3.8, -0.5, 0.0], [0.0, 0.8, 0.0], [-1.2, -0.7, 2.9], [-2.1, -0.1, -2.2], [-2.2, 0.6, 1.9], [-0.2, -0.3, 1.3], [1.1, 0.6, 1.1]],
  "lowdin_charge": [0.629, -0.203, -0.146, -0.130, -0.683, -0.363, -0.095, -0.064, 0.090, 0.074, 0.063, 0.092, 0.068, 0.087, 0.128, 0.031, 0.114, 0.128, 0.003, 0.059, 0.116]
}


What is the formula in the third record?
C6H12O


Which formula does entry 2 have?
C45H45BrF5N3O8PSSeTa